No. 1
ORCA calculation (wB97M-V/def2-TZVPD) on 2 unconnected molecules or ions with the total composition BrH5Si2 at a distorted geometry.

Element x y z (Å)
Si: -1.541 0.170 -0.318
Si: 2.000 -0.887 0.144
Br: 2.824 -0.109 2.178
H: -0.381 1.131 -0.722
H: -1.216 -1.029 -1.372
H: -2.908 0.790 -0.574
H: -1.398 -0.405 1.157
H: 2.622 0.339 -0.493

total charge: 0
LUMO energy: -0.0454 Ha
highest occupied orbital energy: -0.3377 Eh

No. 2
ORCA calculation (wB97M-V/def2-TZVPD) on C18H19N3O3S in the gas phase at a distorted geometry.

Element x y z (Å)
C: -3.026 -2.461 0.078
C: -3.989 -1.345 -0.306
N: -3.266 -0.127 -0.624
C: -3.914 0.798 -1.535
C: -5.231 1.361 -1.010
S: -2.526 0.582 0.702
O: -2.321 1.975 0.426
O: -3.186 0.223 1.926
C: -0.901 -0.183 0.680
C: -0.351 -0.674 1.849
C: 0.926 -1.200 1.823
C: 1.657 -1.217 0.632
C: 3.041 -1.725 0.714
O: 3.406 -2.522 1.542
C: 4.079 -1.098 -0.242
C: 3.839 -1.452 -1.617
N: 3.706 -1.754 -2.712
C: 4.092 0.405 -0.042
C: 5.129 1.011 0.657
C: 5.075 2.382 0.847
C: 3.999 3.092 0.338
C: 3.020 2.391 -0.347
N: 3.067 1.085 -0.531
C: 1.082 -0.732 -0.542
C: -0.203 -0.217 -0.511
H: -2.558 -2.242 1.033
H: -2.252 -2.572 -0.678
H: -3.571 -3.398 0.165
H: -4.554 -1.634 -1.196
H: -4.688 -1.173 0.521
H: -4.065 0.278 -2.487
H: -3.207 1.615 -1.686
H: -5.624 2.095 -1.708
H: -5.056 1.844 -0.051
H: -5.970 0.574 -0.879
H: -0.933 -0.635 2.757
H: 1.385 -1.590 2.720
H: 5.054 -1.518 0.037
H: 5.952 0.430 1.043
H: 5.863 2.887 1.388
H: 3.922 4.159 0.470
H: 2.155 2.885 -0.768
H: 1.616 -0.772 -1.476
H: -0.670 0.167 -1.403

total charge: 0
LUMO energy: -0.0143 Ha
structure (SMILES): CCN(CC)S(=O)(=O)c1ccc(C(=O)[C@@H](C#N)c2ccccn2)cc1
highest occupied orbital energy: -0.3502 Eh

No. 3
ORCA calculation (wB97M-V/def2-TZVPD) on 3 unconnected molecules or ions with the total composition C34H65FN5O7S at a distorted geometry.

Element x y z (Å)
C: -0.011 -3.193 0.673
C: 0.334 -1.944 1.485
C: 0.400 -0.625 0.731
C: 1.590 -0.499 -0.249
N: 1.620 -1.536 -1.277
C: 0.789 0.476 1.781
O: 0.471 0.211 3.171
C: 1.444 0.560 3.939
N: 2.349 0.969 4.587
C: 0.216 1.753 1.195
C: 0.749 3.048 1.627
N: -0.694 1.472 0.346
C: -1.378 2.490 -0.452
C: -2.690 2.995 0.125
C: -3.209 4.082 -0.848
S: -4.947 3.957 -1.172
O: -5.254 5.009 -2.076
O: -5.696 3.918 0.026
O: -5.123 2.575 -1.939
C: -0.935 0.013 0.274
C: -2.042 -0.262 1.341
O: -2.618 -1.520 1.154
C: -2.901 -2.233 2.344
C: -1.570 -0.431 -1.028
C: -0.850 0.034 -2.298
F: -2.853 0.091 -1.108
H: 0.785 -3.503 0.019
H: -0.167 -3.998 1.383
H: -0.920 -3.095 0.095
H: -0.335 -1.915 2.331
H: 1.330 -2.097 1.895
H: 1.532 0.470 -0.741
H: 2.511 -0.558 0.316
H: 1.636 -1.142 -2.202
H: 2.443 -2.110 -1.184
H: 1.858 0.657 1.780
H: 0.487 3.883 0.995
H: 0.423 3.221 2.650
H: 1.829 2.974 1.649
H: -1.592 2.124 -1.444
H: -0.737 3.346 -0.598
H: -3.433 2.218 0.234
H: -2.550 3.490 1.078
H: -2.722 3.926 -1.810
H: -2.941 5.079 -0.539
H: -4.492 2.574 -2.675
H: -2.820 0.484 1.200
H: -1.670 -0.127 2.356
H: -2.122 -2.963 2.549
H: -3.030 -1.592 3.211
H: -3.816 -2.793 2.215
H: -1.667 -1.499 -1.086
H: -1.572 0.536 -2.925
H: -0.050 0.736 -2.092
H: -0.476 -0.811 -2.850
C: 1.795 -6.995 5.299
C: 2.418 -5.840 4.466
C: 3.926 -6.061 4.292
C: 4.774 -5.691 5.508
C: 4.411 -4.302 6.023
C: 2.919 -4.159 6.312
N: 2.105 -4.531 5.116
O: 2.170 -3.583 4.242
C: 2.550 -5.029 7.527
C: 2.608 -2.730 6.742
C: 1.769 -5.932 3.088
H: 1.044 -6.627 5.997
H: 1.282 -7.712 4.661
H: 2.541 -7.552 5.866
H: 4.277 -5.465 3.443
H: 4.105 -7.104 4.025
H: 4.656 -6.437 6.298
H: 5.829 -5.712 5.230
H: 4.978 -4.082 6.929
H: 4.717 -3.555 5.283
H: 1.479 -4.977 7.731
H: 3.074 -4.668 8.411
H: 2.822 -6.076 7.420
H: 2.929 -1.994 6.006
H: 3.127 -2.505 7.673
H: 1.538 -2.598 6.915
H: 0.696 -5.740 3.142
H: 1.916 -6.933 2.687
H: 2.210 -5.234 2.377
C: -0.138 6.132 -6.154
C: 0.199 4.629 -5.948
C: 0.283 3.909 -7.299
C: -1.065 3.559 -7.927
C: -1.974 2.864 -6.917
C: -2.140 3.674 -5.635
N: -0.814 4.011 -5.038
O: -0.312 2.960 -4.477
C: -2.954 4.946 -5.936
C: -2.990 2.895 -4.636
C: 1.587 4.602 -5.315
H: -0.839 6.495 -5.404
H: 0.750 6.754 -6.056
H: -0.560 6.335 -7.138
H: 0.847 2.979 -7.172
H: 0.861 4.521 -7.993
H: -1.547 4.456 -8.323
H: -0.905 2.902 -8.782
H: -2.953 2.683 -7.363
H: -1.558 1.878 -6.682
H: -3.055 5.564 -5.043
H: -3.956 4.674 -6.265
H: -2.532 5.561 -6.725
H: -2.579 1.911 -4.416
H: -3.991 2.746 -5.039
H: -3.083 3.452 -3.695
H: 1.582 5.064 -4.326
H: 2.280 5.156 -5.945
H: 1.979 3.590 -5.221

<S²>: 2.008
total charge: +1
LUMO energy (alpha / beta): -0.1469 / -0.1469 Ha
spin multiplicity: 3
highest occupied orbital energy (alpha / beta): -0.3801 / -0.4139 Eh

No. 4
ORCA calculation (wB97M-V/def2-TZVPD) on 2 unconnected molecules or ions with the total composition C2H8N4O at a distorted geometry.

Element x y z (Å)
C: -1.540 1.086 0.082
C: 2.082 1.277 -0.097
N: -2.500 0.274 0.268
N: 0.393 -0.345 0.157
N: -2.713 -0.906 -0.383
N: 1.558 -0.028 -0.037
O: -0.900 1.980 -0.282
H: 2.520 1.418 -1.102
H: 1.285 2.076 -0.104
H: 2.735 1.387 0.665
H: -3.321 0.777 0.857
H: 0.154 -1.288 -0.011
H: -3.584 -1.290 0.048
H: -2.874 -0.662 -1.357
H: 2.239 -0.612 -0.317

total charge: +2
LUMO energy: -0.3957 Ha
highest occupied orbital energy: -0.7184 Eh

No. 5
ORCA calculation (wB97M-V/def2-TZVPD) on a molecular structure, C12H16ClNO3Ru at a distorted geometry.

Element x y z (Å)
Cl: -1.797 -1.787 -0.923
C: 1.773 -2.220 -2.511
C: 2.548 -1.001 -2.366
C: 1.705 0.101 -2.718
H: 3.615 -0.949 -2.110
C: 0.399 -0.419 -3.110
C: 0.473 -1.860 -2.958
H: -0.371 -2.528 -3.144
H: 2.152 -3.239 -2.364
H: 1.996 1.161 -2.780
C: -0.770 0.363 -3.561
Ru: 0.885 -0.968 -0.749
C: 2.276 -0.131 0.273
C: 0.680 -2.209 0.634
O: 3.102 0.304 0.957
O: 0.547 -2.942 1.518
H: -0.788 1.336 -3.053
H: -1.678 -0.193 -3.306
H: -0.735 0.534 -4.646
C: -1.548 1.662 3.659
N: -1.412 1.335 2.238
C: -2.391 1.903 1.283
C: -0.431 0.535 1.823
C: 0.528 -0.024 2.829
O: -0.448 0.355 0.552
H: -2.390 2.317 3.828
H: -0.643 2.157 4.009
H: -1.695 0.747 4.232
H: -1.883 2.526 0.554
H: -2.928 1.108 0.780
H: -3.099 2.521 1.826
H: 1.318 -0.681 2.447
H: 1.038 0.801 3.312
H: -0.029 -0.616 3.544

<S²>: 6.066
total charge: +2
LUMO energy (alpha / beta): -0.2616 / -0.4330 Ha
spin multiplicity: 5
highest occupied orbital energy (alpha / beta): -0.5238 / -0.5987 Eh

No. 6
ORCA calculation (wB97M-V/def2-TZVPD) on C4H8O in the gas phase at a distorted geometry.

Element x y z (Å)
C: -1.791 0.030 0.619
C: -1.016 -1.178 0.291
O: 0.218 -1.027 -0.127
C: 0.906 0.054 0.158
C: 1.927 0.520 -0.807
H: -1.708 0.458 1.630
H: -2.850 -0.151 0.426
H: -1.413 0.823 -0.061
H: -1.429 -2.153 0.083
H: 0.557 0.647 0.996
H: 1.521 1.296 -1.476
H: 2.773 0.971 -0.288
H: 2.306 -0.289 -1.443

total charge: 0
LUMO energy (alpha / beta): 0.0393 / 0.0381 Ha
highest occupied orbital energy (alpha / beta): -0.2515 / -0.2528 Eh

No. 7
ORCA calculation (wB97M-V/def2-TZVPD) on C24H24N2O6 in the gas phase.

Element x y z (Å)
C: -0.469 -0.955 -3.798
O: -0.798 -0.144 -2.696
C: -1.018 1.186 -2.900
C: -1.029 1.802 -4.140
C: -1.271 3.167 -4.214
C: -1.498 3.904 -3.078
C: -1.481 3.300 -1.813
O: -1.754 4.156 -0.800
C: -1.759 3.735 0.544
C: -1.242 1.930 -1.723
C: -1.115 1.135 -0.456
O: -0.155 1.250 0.290
N: -2.151 0.282 -0.285
C: -2.494 -0.660 0.714
C: -3.861 -0.882 0.864
C: -4.351 -1.804 1.766
C: -3.461 -2.533 2.538
C: -2.104 -2.333 2.400
C: -1.589 -1.404 1.492
N: -0.223 -1.222 1.350
C: 0.786 -2.040 1.761
O: 0.652 -3.136 2.257
C: 2.126 -1.417 1.491
C: 2.452 -0.190 2.079
O: 1.496 0.359 2.875
C: 1.705 1.652 3.384
C: 3.705 0.370 1.849
C: 4.612 -0.299 1.049
C: 4.304 -1.512 0.463
C: 3.051 -2.080 0.679
O: 2.623 -3.239 0.117
C: 3.534 -4.002 -0.633
H: -1.290 -1.003 -4.521
H: -0.295 -1.947 -3.384
H: 0.439 -0.605 -4.297
H: -0.850 1.241 -5.042
H: -1.280 3.650 -5.179
H: -1.690 4.963 -3.123
H: -2.047 4.616 1.118
H: -2.490 2.940 0.718
H: -0.773 3.395 0.868
H: -2.877 0.368 -0.985
H: -4.550 -0.316 0.251
H: -5.416 -1.954 1.860
H: -3.825 -3.262 3.246
H: -1.406 -2.909 2.983
H: 0.054 -0.310 0.977
H: 1.859 2.375 2.578
H: 0.794 1.904 3.925
H: 2.555 1.684 4.075
H: 3.981 1.315 2.287
H: 5.585 0.138 0.876
H: 5.037 -2.001 -0.158
H: 4.411 -4.281 -0.041
H: 3.857 -3.473 -1.536
H: 2.994 -4.904 -0.918

total charge: 0
LUMO energy: 0.0216 Ha
structure (SMILES): COc1cccc(OC)c1C(=O)Nc1ccccc1NC(=O)c1c(OC)cccc1OC
highest occupied orbital energy: -0.2935 Eh

> Which value of total charge does entry 7 give?

0